(1)
Density functional theory data (ωB97M-V/def2-TZVPD) for 8 unconnected molecules or ions with the total composition C61H133N9O9.

The geometry in XYZ format:
```
212
C61H133N9O9 (ωB97M-V/def2-TZVPD)
C -12.7699 11.2212 -0.0565
H -0.9052 19.6819 0.6888
H -1.5085 18.2467 -2.6080
H -8.2656 30.8235 -2.2878
C -10.1994 29.4390 -5.7166
C -14.3438 20.3183 -12.8873
N -2.1524 16.5848 -0.0176
C -9.8058 19.5122 3.5434
H -13.0142 23.0371 -15.4606
H -3.5033 18.9066 -11.8332
H -13.8199 14.3441 -2.3464
H -2.1358 18.6614 -9.0199
O -8.3774 19.7354 3.7596
C -9.2319 30.2596 -6.6095
H -0.0051 16.2239 1.5678
H -11.8105 29.3410 -7.2912
H 0.7573 17.6036 1.1426
H -7.6918 31.8683 -4.5142
H -2.0382 19.3365 -0.6723
O -2.9133 19.3641 -12.4366
H -14.5437 20.9855 -17.7828
H -15.2505 20.5397 -12.3243
H -0.5986 17.7623 2.2814
H -15.5673 13.9939 -2.5422
C -0.4949 20.8028 -9.8948
C -4.0350 16.9490 -1.5958
H -11.0320 19.4941 1.7449
H -9.2159 14.2362 -9.9570
H -12.7263 11.6593 2.0430
H -14.5636 10.1157 0.5138
C -1.6521 16.1272 -2.3716
H -15.5932 19.5364 -15.9520
H -8.5697 25.0432 2.4948
C -1.0580 17.5757 0.1636
C -11.5939 12.2232 -9.4624
H -11.8792 13.2143 -9.1097
N -13.1907 11.9705 -1.2623
H -4.9364 19.8762 -10.7355
N -2.3057 20.3421 -11.5871
C -2.7724 16.1514 -1.2558
C -14.5670 13.5637 -2.4907
H -10.1412 28.5206 -3.0029
H -16.6239 21.9051 -17.0469
C -3.8677 22.1271 -11.9158
H -8.2864 29.7653 -6.3863
H 0.2687 20.4166 -9.2196
N -9.9535 29.8678 -4.2989
H -8.8616 33.0241 -4.7142
C -7.8146 19.2586 4.9606
H -11.7488 32.0935 -4.7749
C -8.0760 10.7478 -6.6348
H -9.8785 30.8032 -1.6210
C -8.4506 10.1941 -10.4163
H 0.3186 18.6049 -1.3382
C -0.1593 19.1592 -11.8925
H -10.7134 22.9612 0.4043
H -13.2653 23.5364 -12.2914
N -9.5485 20.8238 1.3072
H -8.2785 32.3990 -6.9086
H -13.1688 22.2762 -11.2117
C -9.9684 19.5348 1.9796
C -1.1867 19.6798 -10.8040
C -11.1800 32.0603 -3.8456
H -10.0597 19.5837 -3.3622
C -11.2183 10.9228 0.0360
N -10.2578 19.0764 -4.2128
H -7.7211 10.8588 -10.8791
H -4.0265 14.6313 -0.4265
H -14.0740 14.4431 -0.0972
H -7.8660 23.5720 2.4452
H -8.5681 20.7362 1.5335
C -6.8328 12.1357 -8.3451
H -4.9822 16.4530 -1.3841
H -14.4267 13.5233 2.1505
H -12.3315 29.1156 -5.5492
H -8.8500 10.0227 -6.3834
O -13.7272 23.3928 -14.9251
H -6.8825 12.6152 -9.3226
H -0.2508 17.3190 -3.3696
H -0.4401 18.2474 -12.4198
H -7.0448 9.6083 -8.9392
H -10.7480 24.0518 1.8960
C -14.6657 13.5361 0.0271
C -9.2412 31.3056 -2.3486
C -9.8141 10.8129 -10.4290
H -11.0849 10.3871 0.9758
N -14.2481 22.2037 -14.4940
C -10.1321 19.6225 -5.3493
H -0.9501 15.3180 -2.1700
C -8.0473 10.0356 -8.9605
H -16.6663 12.1898 -1.5177
H -6.9029 19.7902 5.2332
H -11.7345 20.8874 -12.7212
C -8.1213 24.3778 1.7570
H -3.0622 22.6294 -12.4516
H -11.8380 31.5416 -3.1483
H -7.2175 24.7871 1.3055
H -13.3399 22.0001 -16.9452
H -10.1186 13.5876 -11.3624
H -16.1765 11.1138 -0.4977
H -0.0006 21.4382 -10.6297
C -9.4922 13.3362 -10.5064
O -12.9504 11.2384 -2.4491
H -15.2490 18.5558 -13.7494
H -0.0026 19.9429 -12.6337
H -17.1057 22.1644 -15.4118
H -12.1740 11.9000 -10.3268
H -10.9966 21.7596 2.4029
H -0.5744 18.2408 -9.4253
C -0.8740 17.3702 -2.4768
O -9.5297 13.0773 -7.5142
H -10.4379 20.2772 3.9942
C -9.7646 31.3074 -3.8528
C -1.5227 18.4854 -9.9037
H -8.4672 19.3649 5.8272
H -16.0574 23.3168 -16.0767
H -1.9600 22.9851 -10.5241
H -3.9042 17.9083 -1.0950
C -15.5553 20.1758 -15.0700
H -8.3710 9.1824 -10.8141
H -10.1406 11.0818 -11.4336
C -8.0885 11.2927 -8.0850
H -10.0422 32.1817 -6.5012
H -10.5602 27.2911 -5.5534
H -5.1462 21.3541 -9.7344
H -13.6577 9.2009 -0.6234
C -10.0049 22.0152 2.0296
H -8.7071 9.2683 -8.5554
N -9.2934 20.6415 -5.2014
H -9.3900 22.2650 2.8943
H -9.4884 27.8110 -6.8496
C -15.0090 21.4478 -15.5816
C -2.5192 22.2465 -9.9496
C -14.0696 21.1994 -16.8249
H -13.7147 19.7329 -12.2167
H -11.8884 20.7901 -14.3876
C -1.4702 21.6365 -9.0710
H -10.6985 18.1681 -4.2412
H -8.9867 21.1391 -6.0250
C -4.4498 20.5829 -10.0633
O -10.6002 19.2687 -6.3841
H -3.4313 14.2156 -1.9957
C -3.1309 14.6606 -1.0472
H -12.4405 11.8178 -3.0200
O -3.1047 16.6144 1.0282
H -10.5279 10.0487 -10.1215
C -14.5316 12.6109 -1.2190
C -1.6662 19.0067 0.2977
H -10.5680 11.7971 0.0072
H 0.7204 18.7018 -11.4396
H -7.1166 10.2903 -6.3930
H -2.3260 14.1046 -0.5666
H -13.1484 9.3017 1.1302
C -13.7411 22.5768 -12.0893
H -8.2042 11.5363 -5.8932
H -13.5031 20.2869 -16.6390
H -9.0520 13.8008 -7.9264
H -15.7034 13.8652 -0.0288
C -0.2534 17.2673 1.3737
H -12.1559 12.9514 1.1370
C -14.7351 19.4665 -14.0571
H -12.0548 30.5868 -6.0952
H -4.5142 22.8858 -11.4748
O -8.9462 23.9126 0.7521
H -9.0271 32.3357 -2.0638
H -2.2348 15.9837 -3.2815
H -4.0897 17.1502 -2.6657
C -10.1873 23.3535 1.2746
H -10.1701 18.6295 4.0690
N -9.3996 12.0189 -8.2821
H -14.7760 22.8256 -11.8544
C -15.7440 11.6327 -1.3532
C -8.7405 31.9444 -4.8012
H -13.8667 18.9252 -14.4326
H -11.8366 11.5358 -8.6521
H -9.6242 30.0812 -7.6107
C -13.6042 21.6634 -13.3197
C -16.2490 22.2438 -16.0810
C -9.0238 31.8176 -6.3659
H -8.7734 20.7830 -4.3472
H -11.0207 33.0058 -3.3272
H -11.6139 22.3820 -13.7059
H -0.9378 22.3785 -8.4760
H -6.8519 12.8816 -7.5505
C -11.6387 29.5904 -6.2441
H -1.8463 17.6109 -10.4682
C -10.0251 12.1351 -9.6523
H -10.9620 10.2543 -0.7860
C -14.3510 12.8372 1.3069
H -4.4589 21.5738 -12.6455
H -15.0595 12.0252 1.4705
H -3.1311 22.8329 -9.2642
H -15.5380 10.9192 -2.1511
H -4.1343 20.0558 -9.1630
H -16.6058 20.1853 -14.7795
H -8.9607 27.7179 -5.0677
C -3.2563 21.2734 -10.9141
H -2.3585 19.1363 1.1296
H 0.6496 16.8616 -1.0129
C -12.9610 12.2165 1.1360
H -9.5252 18.6520 1.5188
O -10.7277 29.1541 -3.4228
C -0.1174 17.6210 -1.1648
H -5.9271 11.5592 -8.1565
H -7.7037 18.1762 4.8954
H -1.9526 20.9763 -8.3503
H -2.9499 15.7710 1.4597
C -9.7336 27.9582 -5.7977
C -13.5432 9.8277 0.2610
C -12.1529 21.4461 -13.5583
H -14.3441 13.0672 -3.4351
H -8.5255 13.0054 -10.8858
```

Its multiplicity is 1. The HOMO energy comes out at -0.2881 Eh. Its net charge is 0. Its SMILES is CC1(C)CCCC(C)(C)N1O.CC1(C)CCCC(C)(C)N1O.CC1(C)CCCC(C)(C)N1O.CC1(C)CCCC(C)(C)N1O.CC1(C)CCCC(C)(C)N1O.CC1(C)CCCC(C)(C)N1O.COCCNCCOC.NC(N)=O.

***

(2)
Density functional theory data (ωB97M-V/def2-TZVPD) for a molecular structure, C35H31N2O2S3SbTi.

The geometry in XYZ format:
```
75
C35H31N2O2S3SbTi (ωB97M-V/def2-TZVPD)
H 2.8287 -1.1297 -0.7708
H 3.2629 -2.8589 -2.5002
H 1.4476 1.9190 4.3647
O -5.9722 5.0010 -0.6515
H -3.8111 -0.2576 -0.5771
C -3.7073 5.9978 1.3681
H -4.4148 6.8017 1.2155
C -1.5649 0.4874 4.4338
C -4.8894 2.9328 -1.0032
C -1.0976 2.7820 5.1219
C -3.6749 3.5316 -1.3262
N 0.9219 -0.7185 -1.4342
H -2.2270 -0.8569 5.9651
H 0.1685 4.7970 -0.2831
C 1.4985 2.3035 0.2677
C 1.3029 -2.6650 -3.3668
H 0.6270 2.4901 -0.3797
C 2.3604 2.3804 3.9911
H -3.5265 2.8839 2.6525
H -5.8618 1.0956 -0.4317
S 1.2557 -0.7632 2.0914
C -4.9356 1.5720 -0.7297
H -0.1357 4.3074 3.9036
Sb -0.7524 2.2254 2.1298
H -1.6233 -0.2594 3.6528
C -1.9123 0.1510 5.7305
C -0.6658 4.1999 4.8518
C 0.0931 -1.9759 -3.2932
H -2.0804 7.0722 0.4861
H -0.0020 4.5525 5.6411
Ti 0.1489 0.2609 0.3687
C 1.3322 2.4048 1.6622
H -1.4164 3.1613 7.2010
H 2.8550 2.1117 -1.3997
C 3.8578 2.0648 0.5055
H -1.5268 4.8705 4.8229
H 3.2105 1.8862 4.4578
C 2.0766 -1.3793 -1.5071
H -7.2562 2.3913 -1.4070
H -0.7171 -2.1864 -3.9785
S -0.0837 -3.3013 2.9818
C -1.4539 5.1256 1.1070
C -2.5214 2.7755 -1.3976
C -0.0685 -1.9467 2.1442
O -7.3012 3.2858 -1.0598
H -3.6543 4.5972 -1.5125
H 1.4517 -3.4318 -4.1153
C -2.3939 6.1421 0.9454
C -1.8931 3.9468 1.7142
C -3.7815 0.8026 -0.7997
H 4.8481 1.9472 0.0857
C -1.1566 1.7886 4.1421
C 2.4547 2.3025 2.4948
C -1.2802 -0.2201 -2.1902
C 2.7544 2.1461 -0.3231
C 2.3084 -2.3528 -2.4718
C 3.6986 2.1450 1.8861
H -2.1276 0.8734 7.7384
C -3.2074 3.7969 2.1578
H 2.3677 3.4235 4.3162
S -1.3252 -1.3697 1.0536
H -2.0861 -0.3743 -2.9064
C -0.0393 5.3427 0.6410
C -1.4580 2.4148 6.4167
C -6.0907 3.8366 -0.8960
N -1.3779 0.6335 -1.2454
H 0.1390 6.3964 0.4349
H 4.5755 2.0787 2.5195
C -1.8576 1.1235 6.7209
H -5.1370 4.7163 2.3285
H 0.6884 5.0248 1.3887
H -1.5776 3.2356 -1.6659
C -4.1166 4.8265 1.9870
C -2.5861 1.4107 -1.1463
C -0.0513 -1.0068 -2.3276
```

The value obtained for the relative energy (zero: lowest compared OMol25 entry of this formula, charge and spin) is 0.00 kcal/mol. Its multiplicity is 1. The HOMO energy comes out at -0.5113 Eh. Its net charge is +2.

***

(3)
Density functional theory data (ωB97M-V/def2-TZVPD) for 2 unconnected molecules or ions with the total composition C4H8N2O2.

The geometry in XYZ format:
```
16
C4H8N2O2 (ωB97M-V/def2-TZVPD)
H -1.6167 1.6182 0.2756
N 2.2861 -0.1473 -0.1738
H 0.3085 1.0789 1.1693
N -1.2592 0.8220 -0.2473
H 0.4300 -0.9442 1.6139
H 2.9775 -0.4946 -0.8068
C 0.9455 -0.1200 -0.5761
H 2.5339 0.6350 1.7920
H 3.3072 -0.9293 1.4369
H 1.4188 -0.8503 1.4055
O 0.6204 -0.6051 -1.6601
C 2.4630 -0.2783 1.2015
H -1.7438 -1.1810 -0.4466
C -2.1259 -0.2770 0.0346
O -3.1021 -0.1838 0.7134
C 0.0595 0.6698 0.2005
```

The value obtained for the relative energy (zero: lowest compared OMol25 entry of this formula, charge and spin) is 140.04 kcal/mol. Its multiplicity is 1. The HOMO energy comes out at -0.3044 Eh. Its net charge is 0.

***

(4)
Density functional theory data (ωB97M-V/def2-TZVPD) for 7 unconnected molecules or ions with the total composition C5H26N2O7.

The geometry in XYZ format:
```
40
C5H26N2O7 (ωB97M-V/def2-TZVPD)
H -0.8204 -0.8512 2.8201
H -4.4777 -1.0750 0.4348
H -3.6218 -2.1380 -0.3675
H 2.0975 2.3062 1.1208
O 2.3658 -1.2862 -2.1776
H -0.4518 -2.2599 2.2298
H -1.5010 -0.9434 -1.7954
O 2.7117 1.7374 -2.0110
H 1.6888 -2.0023 0.2585
N -0.7062 0.4253 1.1597
H 1.8409 0.8591 0.2881
C -0.9723 -0.0719 -1.4915
H -0.8936 -1.4252 0.1738
N -2.1172 0.8739 -1.4773
O -3.9408 -1.1827 -0.3195
H 2.7592 -3.2418 0.8487
H 2.3728 2.6933 -2.3621
H -0.1523 0.3552 -2.0158
H 0.7589 0.8249 2.8697
H 0.5205 3.3358 2.6614
O -0.7733 -1.8703 3.0637
H 2.5540 -1.7767 -2.8822
O -0.4302 -3.0467 -2.0573
H -1.9709 1.8179 -1.7270
C -0.3552 -0.3970 -0.0058
O 1.9413 -2.9374 0.6409
H 0.5260 -2.9062 -1.9182
H -0.4940 -3.9821 -1.8873
H -2.8103 0.6577 -0.7788
H 1.9969 1.3362 -1.5538
C 1.2686 1.6068 0.7665
H -0.7945 2.4991 3.3448
H 0.1640 3.1664 0.2441
C -0.2132 2.5732 2.3637
O 0.5746 2.3765 -0.2411
H 0.6440 -0.8029 -0.0308
H -0.9365 2.8970 1.6052
H -1.4666 0.9593 0.8799
C 0.3561 1.2711 1.8345
H 2.7584 -0.3757 -2.5085
```

The value obtained for the relative energy (zero: lowest compared OMol25 entry of this formula, charge and spin) is 119.05 kcal/mol. Its multiplicity is 1. The HOMO energy comes out at -0.3054 Eh. Its net charge is 0. Its SMILES is C[C@H](CO)NCCN.O.O.O.O.O.O.

***

(5)
Density functional theory data (ωB97M-V/def2-TZVPD) for a molecular structure, C9H15Cl3N2O2RhSe2Si.

The geometry in XYZ format:
```
35
C9H15Cl3N2O2RhSe2Si (ωB97M-V/def2-TZVPD)
H -0.4659 1.8683 -2.9297
H 0.0389 1.9426 3.3207
O -0.9511 -0.2053 1.9322
H 2.5240 4.0371 0.2231
N 1.9568 2.0598 0.5669
H -2.3312 0.3598 0.0752
Se -1.5454 -0.2620 -2.2196
O 1.5118 0.6797 -1.2371
C -1.2683 1.6520 -2.2305
C 1.5807 0.9009 0.0081
Cl 2.4053 -2.5883 -0.3253
Cl 1.5109 -2.4061 2.8746
H 1.9777 3.2189 2.3215
H -1.1885 -3.5403 -1.9238
H -3.5230 -1.6310 0.8173
N 1.1946 -0.1426 0.8965
Si 2.3459 -1.3706 1.3904
H -0.9889 1.9784 -1.2316
C -2.9258 -1.6972 -0.0896
C -1.2666 -3.9701 -0.9234
H -2.1848 -4.5494 -0.8518
H -3.7204 0.0766 -1.0057
C -2.7591 -0.3094 -0.6677
H -0.4197 -4.6286 -0.7397
C 0.1221 0.4102 1.8195
H -2.1856 2.1386 -2.5504
H 3.6815 2.8279 -0.3681
C 1.5633 2.3348 1.8649
Se -1.2455 -2.5640 0.4539
Cl 4.2009 -0.6949 1.6764
H 2.1673 3.0970 -1.2402
C 0.5525 1.5879 2.4392
C 2.6246 3.0675 -0.2542
Rh 0.4217 -1.3019 -1.1033
H -3.4106 -2.3763 -0.7885
```

The value obtained for the relative energy (zero: lowest compared OMol25 entry of this formula, charge and spin) is 0.00 kcal/mol. Its multiplicity is 5. The HOMO energy (spin up / spin down) comes out at -0.3256 / -0.4217 Eh. Its net charge is +1.

***

(6)
Density functional theory data (ωB97M-V/def2-TZVPD) for a molecular structure, C29H43IrN2O7PSTe.

The geometry in XYZ format:
```
85
C29H43IrN2O7PSTe (ωB97M-V/def2-TZVPD)
H -2.4337 0.7735 6.0285
C 3.9247 1.3569 0.4186
C 5.3313 3.2499 -0.1044
C -2.0706 -3.1464 5.2858
C -2.1801 -2.9320 -0.4443
H -1.1868 2.8263 6.4814
N -1.3067 2.1222 1.2772
C -1.7238 -4.3383 -0.8391
C -1.0448 2.9665 2.0795
H 2.6131 -2.4435 -2.0357
O -0.8913 3.8039 2.8712
C -1.3624 -1.9496 4.6853
Ir -0.1399 0.5873 0.2786
H -3.3276 1.5512 4.7026
H 0.4435 -1.5179 -4.9195
C 2.3564 -2.2383 -3.0716
C 6.2798 1.1810 0.7003
H -0.5906 -2.2642 3.9773
N 1.6880 1.8935 -0.0972
H -2.2979 3.1259 -2.5324
C -2.3649 1.5269 5.2363
H -2.9018 3.2693 6.3763
H 2.1628 1.1611 -2.6872
H -4.0176 -1.7719 -0.6252
C 1.2102 -0.7832 -4.6828
H 3.0683 -0.0921 -1.8549
H 0.8375 0.2027 -4.9273
H 3.2824 -2.1804 -3.6401
O -1.3455 1.1373 4.3210
O 2.4274 3.6096 -1.8229
C -1.1149 1.3481 -2.8087
H 7.1501 0.6063 0.9805
H -2.4527 -3.7878 4.4969
Te -3.5994 0.8907 1.9028
H -2.6360 -1.8761 1.3931
P -1.7283 0.0915 3.1690
H 0.5268 2.7314 -2.5244
H 1.7752 -3.0653 -3.4733
C -2.0461 2.8921 5.8191
H 0.6593 1.7891 -4.0072
H -2.8003 -3.6299 1.5113
H -3.5720 -2.6706 -2.0858
O -2.3288 -1.1612 3.9943
C -1.9309 0.7753 -3.9853
H 0.4348 -3.0226 -1.7932
H -4.2475 -3.5156 -0.6929
H -2.3521 1.5985 -4.5586
C 6.4356 2.4868 0.2579
H -2.9049 -2.8181 5.9014
H 3.3977 0.2454 -3.5529
S 2.4801 3.3121 -0.4194
C 4.0945 2.6637 -0.0058
H -0.5013 3.0910 -3.9099
H -1.1923 -2.8850 1.4752
C 2.6102 0.1831 -2.8032
H -1.6623 -4.4286 -1.9203
H -2.4413 -5.0705 -0.4760
H -1.3085 0.1756 -4.6401
O 2.0722 4.3394 0.4860
C 1.6042 -0.9030 -3.2017
C -1.2658 -1.8871 -1.0210
H -1.3698 -3.7096 5.8942
H -2.7477 0.1535 -3.6222
C -0.6080 0.1477 -2.0004
H 2.0797 -0.9752 -5.3065
C -2.0624 2.2248 -1.9711
C -0.0734 -2.0831 -1.7206
O -0.4920 -0.3038 2.4492
C 5.0235 0.5977 0.7911
C 0.3642 -0.8952 -2.3323
C -2.2044 -2.8265 1.0834
C -3.5954 -2.7015 -0.9985
H -2.5740 -0.1165 -0.9749
C -0.0342 2.2874 -3.3429
H -0.7542 -4.5646 -0.4064
O 2.0568 -0.1546 0.7047
C 2.5009 0.9622 0.3764
H -0.8816 -1.3377 5.4592
H 4.9023 -0.4198 1.1300
H 7.4215 2.9204 0.1912
C -1.5713 -0.4939 -1.1180
H 5.4277 4.2640 -0.4594
H -3.0046 1.7331 -1.7439
H -1.5839 2.5214 -1.0396
H -1.8146 3.5842 5.0143
```

The value obtained for the relative energy (zero: lowest compared OMol25 entry of this formula, charge and spin) is 0.00 kcal/mol. Its multiplicity is 6. The HOMO energy (spin up / spin down) comes out at -0.2846 / -0.3139 Eh. Its net charge is 0.